C35H42GeIrO3Sb2 | ωB97M-V/def2-TZVPD

Atoms and positions in Å:
1 Ir 0.7500 -1.2871 0.5089
2 Sb -2.2634 1.6838 1.1845
3 Sb -1.6033 -2.2196 0.3222
4 Ge 1.1773 1.4620 -0.8741
5 O 1.9439 -4.6466 0.5762
6 O 1.2981 -2.8992 -0.6978
7 O 2.9495 -1.2728 0.5894
8 C 0.8206 0.7322 0.9332
9 C -1.1384 2.6074 -2.2561
10 C -0.4479 1.4319 -1.9655
11 C -1.6354 -3.4961 -1.3728
12 C -2.2271 0.1840 -3.0437
13 C -6.0128 -1.3528 3.6925
14 C 1.8001 3.3242 -0.7494
15 C -3.5728 -1.3863 0.1546
16 C -1.8954 -3.6037 1.9006
17 C 1.8898 4.1033 -1.9045
18 C 4.8656 -0.5407 -3.1510
19 C -2.6205 3.2576 2.6046
20 C 2.0904 -3.5128 0.1677
21 C -0.1706 1.6268 1.6829
22 C -3.9825 -0.6494 2.5597
23 C -2.9095 1.3650 -3.3072
24 C 3.9753 0.9459 -1.4851
25 C -4.3817 -1.3625 1.4188
26 C 2.4155 5.3863 -1.8663
27 C -4.8165 -0.6530 3.6760
28 C 2.2789 3.8638 0.4428
29 C -2.6816 0.0842 2.6126
30 C 2.8741 5.9126 -0.6657
31 C 2.4863 -0.3463 -2.8456
32 C 4.4652 -2.9242 -0.3512
33 C 3.3242 -2.6871 0.6195
34 C 5.0667 0.3824 -2.1347
35 C 2.6659 0.5895 -1.8257
36 C 3.6938 -2.9939 2.0539
37 C -2.3578 2.5766 -2.9204
38 C -6.3924 -2.0793 2.5762
39 C -1.0096 0.2224 -2.3800
40 C 2.8098 5.1475 0.4887
41 C 3.5734 -0.9020 -3.5067
42 C -5.5770 -2.0766 1.4551
43 H 2.2492 3.2757 1.3537
44 H -3.4712 -0.3998 -0.2962
45 H 1.7798 0.7895 1.4737
46 H 3.2856 6.9135 -0.6325
47 H 3.8339 -4.0664 2.1699
48 H 3.2247 -0.8787 -0.2562
49 H -2.3566 4.2250 2.1790
50 H 1.4882 -0.6492 -3.1341
51 H -3.6772 3.2703 2.8713
52 H -2.5408 0.5284 3.5997
53 H 1.5488 3.7015 -2.8535
54 H -3.8658 1.3385 -3.8143
55 H 4.1458 1.6858 -0.7095
56 H 3.1757 5.5475 1.4262
57 H 4.1537 -2.7004 -1.3732
58 H -0.4905 -0.7055 -2.1630
59 H -0.8891 -4.2724 -1.2235
60 H -2.8824 3.5012 -3.1262
61 H -1.3596 -2.9211 -2.2553
62 H 3.4103 -1.6229 -4.2980
63 H -0.1585 1.3906 2.7525
64 H 0.1262 2.6795 1.6097
65 H -2.6456 -0.7662 -3.3553
66 H -1.0031 -4.2212 1.9877
67 H -4.5079 -0.0956 4.5529
68 H -2.7664 -4.2267 1.7007
69 H -0.7340 3.5634 -1.9435
70 H 2.8900 -2.6801 2.7209
71 H 4.6098 -2.4690 2.3266
72 H -4.0723 -2.0271 -0.5736
73 H 5.3165 -2.2923 -0.0897
74 H 5.7127 -0.9774 -3.6646
75 H -1.8296 -0.5963 2.5007
76 H 4.7756 -3.9671 -0.3004
77 H -2.6256 -3.9306 -1.5068
78 H -6.6389 -1.3364 4.5752
79 H -7.3150 -2.6449 2.5742
80 H 6.0713 0.6737 -1.8544
81 H -2.0569 -3.0541 2.8270
82 H 2.4731 5.9743 -2.7739
83 H -5.8773 -2.6383 0.5775
84 H -2.0247 3.0841 3.5016

Output
* multiplicity: 2
* orbital gap (alpha / beta): 8.57 / 7.69 eV
* ⟨S²⟩: 0.756
* relative energy (zero: lowest compared OMol25 entry of this formula, charge and spin): 31.1 kJ/mol